The following is a DFT calculation (ωB97M-V/def2-TZVPD) of a 11-piece molecular cluster, C66H165N11 overall in a non-equilibrium geometry.

Each atom is followed by the atoms it is bonded to, with distances in Å.
Positions of all 242 atoms, in Å:
1 C 1.088 -3.493 5.420  C2 1.487, H8 1.079, H9 1.084, H10 1.097
2 C -0.281 -4.072 5.374  C1 1.487, N3 1.519, H11 1.113, H12 1.093
3 N -0.365 -5.246 4.414  C2 1.519, C4 1.458, C6 1.484
4 C 0.234 -6.416 5.047  N3 1.458, C5 1.530, H13 1.089, H14 1.139
5 C 0.587 -7.525 4.055  C4 1.530, H15 1.092, H16 1.096, H17 1.099
6 C -1.780 -5.516 4.059  N3 1.484, C7 1.496, H18 1.107, H19 1.087
7 C -2.201 -4.554 2.994  C6 1.496, H20 1.088, H21 1.097, H22 1.099
8 H 1.840 -4.215 5.701  C1 1.079
9 H 1.113 -2.682 6.138  C1 1.084
10 H 1.307 -3.084 4.426  C1 1.097
11 H -0.611 -4.321 6.407  C2 1.113
12 H -1.037 -3.413 4.939  C2 1.093
13 H 1.174 -6.122 5.512  C4 1.089
14 H -0.418 -6.815 5.891  C4 1.139
15 H -0.163 -7.739 3.290  C5 1.092
16 H 1.559 -7.343 3.581  C5 1.096
17 H 0.704 -8.458 4.625  C5 1.099
18 H -2.423 -5.373 4.950  C6 1.107
19 H -1.929 -6.548 3.754  C6 1.087
20 H -2.096 -3.499 3.243  C7 1.088
21 H -3.250 -4.688 2.707  C7 1.097
22 H -1.634 -4.705 2.065  C7 1.099
23 C -2.664 1.703 -0.816  C24 1.521, H30 1.097, H31 1.093, H32 1.088
24 C -1.181 1.384 -0.936  C23 1.521, N25 1.455, H33 1.118, H34 1.094
25 N -0.731 0.494 0.125  C24 1.455, C26 1.457, C28 1.484
26 C -1.136 -0.886 -0.114  N25 1.457, C27 1.548, H35 1.095, H36 1.124
27 C -0.838 -1.779 1.115  C26 1.548, H37 1.099, H38 1.097, H39 1.101
28 C 0.716 0.697 0.385  N25 1.484, C29 1.507, H40 1.106, H41 1.109
29 C 1.675 0.222 -0.676  C28 1.507, H42 1.097, H43 1.090, H44 1.088
30 H -2.958 2.469 -1.545  C23 1.097
31 H -2.817 2.044 0.211  C23 1.093
32 H -3.252 0.805 -0.988  C23 1.088
33 H -1.011 0.956 -1.954  C24 1.118
34 H -0.624 2.325 -0.915  C24 1.094
35 H -2.225 -0.852 -0.219  C26 1.095
36 H -0.726 -1.387 -1.033  C26 1.124
37 H -1.301 -1.229 1.947  C27 1.099
38 H -1.339 -2.747 0.985  C27 1.097
39 H 0.239 -1.913 1.295  C27 1.101
40 H 0.901 0.197 1.354  C28 1.106
41 H 0.814 1.783 0.592  C28 1.109
42 H 1.740 -0.873 -0.701  C29 1.097
43 H 2.700 0.575 -0.571  C29 1.090
44 H 1.319 0.552 -1.650  C29 1.088
45 C 3.234 -0.307 3.590  C46 1.566, H52 1.098, H53 1.092, H54 1.089
46 C 2.642 0.875 4.430  C45 1.566, N47 1.404, H55 1.080, H56 1.104
47 N 1.510 0.546 5.194  C46 1.404, C48 1.490, C50 1.451
48 C 0.422 0.075 4.291  N47 1.490, C49 1.493, H57 1.116, H58 1.100
49 C -0.827 -0.291 5.025  C48 1.493, H59 1.088, H60 1.089, H61 1.088
50 C 1.080 1.539 6.160  N47 1.451, C51 1.515, H62 1.083, H63 1.096
51 C 0.519 2.813 5.562  C50 1.515, H64 1.098, H65 1.092, H66 1.092
52 H 2.652 -0.530 2.686  C45 1.098
53 H 3.290 -1.186 4.235  C45 1.092
54 H 4.250 -0.026 3.315  C45 1.089
55 H 3.314 1.202 5.210  C46 1.080
56 H 2.532 1.740 3.753  C46 1.104
57 H 0.096 0.850 3.557  C48 1.116
58 H 0.800 -0.783 3.717  C48 1.100
59 H -0.644 -1.009 5.823  C49 1.088
60 H -1.366 0.546 5.465  C49 1.089
61 H -1.531 -0.729 4.321  C49 1.088
62 H 1.971 1.664 6.762  C50 1.083
63 H 0.349 1.050 6.813  C50 1.096
64 H 0.266 3.486 6.392  C51 1.098
65 H -0.369 2.670 4.943  C51 1.092
66 H 1.333 3.296 5.018  C51 1.092
67 C 1.402 3.581 -2.821  C68 1.530, H74 1.106, H75 1.091, H76 1.094
68 C 0.229 4.562 -2.861  C67 1.530, N69 1.429, H77 1.104, H78 1.112
69 N -0.898 4.065 -3.586  C68 1.429, C70 1.433, C72 1.459
70 C -0.615 3.873 -4.977  N69 1.433, C71 1.551, H79 1.112, H80 1.093
71 C -1.687 3.118 -5.804  C70 1.551, H81 1.091, H82 1.095, H83 1.081
72 C -2.170 4.727 -3.316  N69 1.459, C73 1.534, H84 1.093, H85 1.092
73 C -2.361 6.126 -3.916  C72 1.534, H86 1.090, H87 1.080, H88 1.097
74 H 1.053 2.567 -2.552  C67 1.106
75 H 2.136 3.903 -2.082  C67 1.091
76 H 1.919 3.484 -3.781  C67 1.094
77 H -0.102 4.764 -1.827  C68 1.104
78 H 0.600 5.529 -3.264  C68 1.112
79 H -0.341 4.799 -5.529  C70 1.112
80 H 0.285 3.253 -4.987  C70 1.093
81 H -1.181 2.817 -6.723  C71 1.091
82 H -1.933 2.233 -5.208  C71 1.095
83 H -2.557 3.716 -6.039  C71 1.081
84 H -2.241 4.877 -2.235  C72 1.093
85 H -2.991 4.067 -3.605  C72 1.092
86 H -1.641 6.864 -3.562  C73 1.090
87 H -3.298 6.542 -3.579  C73 1.080
88 H -2.409 6.232 -5.007  C73 1.097
89 C 0.001 -0.472 -6.538  C90 1.526, H96 1.088, H97 1.105, H98 1.095
90 C 0.993 -0.199 -5.411  C89 1.526, N91 1.482, H99 1.078, H100 1.110
91 N 1.472 -1.459 -4.795  C90 1.482, C92 1.461, C94 1.440
92 C 0.467 -1.980 -3.872  N91 1.461, C93 1.548, H101 1.112, H102 1.089
93 C 0.744 -3.386 -3.288  C92 1.548, H103 1.100, H104 1.083, H105 1.090
94 C 2.762 -1.392 -4.159  N91 1.440, C95 1.519, H106 1.095, H107 1.128
95 C 3.895 -1.175 -5.146  C94 1.519, H108 1.084, H109 1.088, H110 1.089
96 H -0.246 0.427 -7.099  C89 1.088
97 H -0.946 -0.886 -6.148  C89 1.105
98 H 0.447 -1.196 -7.227  C89 1.095
99 H 1.872 0.318 -5.760  C90 1.078
100 H 0.437 0.470 -4.721  C90 1.110
101 H 0.343 -1.345 -2.967  C92 1.112
102 H -0.510 -2.022 -4.352  C92 1.089
103 H 1.556 -3.333 -2.547  C93 1.100
104 H -0.134 -3.633 -2.703  C93 1.083
105 H 0.920 -4.243 -3.937  C93 1.090
106 H 2.936 -2.343 -3.644  C94 1.095
107 H 2.841 -0.567 -3.394  C94 1.128
108 H 3.967 -1.939 -5.912  C95 1.084
109 H 4.827 -1.064 -4.596  C95 1.088
110 H 3.743 -0.218 -5.643  C95 1.089
111 C -7.358 1.346 -3.977  C112 1.556, H118 1.093, H119 1.092, H120 1.100
112 C -5.864 0.967 -3.765  C111 1.556, N113 1.481, H121 1.113, H122 1.098
113 N -5.634 -0.496 -3.781  C112 1.481, C114 1.455, C116 1.454
114 C -5.753 -0.960 -5.155  N113 1.455, C115 1.547, H123 1.090, H124 1.106
115 C -6.083 -2.466 -5.272  C114 1.547, H125 1.083, H126 1.105, H127 1.095
116 C -4.430 -0.870 -3.057  N113 1.454, C117 1.537, H128 1.102, H129 1.092
117 C -3.080 -0.376 -3.599  C116 1.537, H130 1.102, H131 1.092, H132 1.090
118 H -8.037 0.903 -3.244  C111 1.093
119 H -7.768 1.173 -4.974  C111 1.092
120 H -7.343 2.438 -3.835  C111 1.100
121 H -5.259 1.497 -4.535  C112 1.113
122 H -5.551 1.379 -2.798  C112 1.098
123 H -6.549 -0.360 -5.595  C114 1.090
124 H -4.862 -0.733 -5.770  C114 1.106
125 H -7.042 -2.681 -4.816  C115 1.083
126 H -6.113 -2.615 -6.367  C115 1.105
127 H -5.269 -3.096 -4.896  C115 1.095
128 H -4.360 -1.965 -2.953  C116 1.102
129 H -4.522 -0.461 -2.048  C116 1.092
130 H -2.999 -0.559 -4.682  C117 1.102
131 H -2.288 -0.925 -3.085  C117 1.092
132 H -2.912 0.694 -3.479  C117 1.090
133 C 5.676 -4.294 -3.676  C134 1.533, H140 1.097, H141 1.086, H142 1.087
134 C 5.308 -3.851 -2.255  C133 1.533, N135 1.471, H143 1.103, H144 1.108
135 N 5.592 -2.429 -2.007  C134 1.471, C136 1.419, C138 1.457
136 C 4.684 -1.853 -1.081  N135 1.419, C137 1.468, H145 1.087, H146 1.100
137 C 4.804 -2.256 0.326  C136 1.468, H147 1.097, H148 1.104, H149 1.093
138 C 6.991 -2.238 -1.648  N135 1.457, C139 1.502, H150 1.097, H151 1.108
139 C 7.493 -0.826 -1.545  C138 1.502, H152 1.094, H153 1.099, H154 1.091
140 H 6.756 -4.420 -3.816  C133 1.097
141 H 5.260 -3.639 -4.436  C133 1.086
142 H 5.222 -5.270 -3.828  C133 1.087
143 H 4.239 -3.969 -2.009  C134 1.103
144 H 5.883 -4.482 -1.548  C134 1.108
145 H 4.696 -0.776 -1.231  C136 1.087
146 H 3.733 -2.170 -1.534  C136 1.100
147 H 3.975 -1.935 0.970  C137 1.097
148 H 4.851 -3.353 0.429  C137 1.104
149 H 5.700 -1.835 0.789  C137 1.093
150 H 7.574 -2.868 -2.331  C138 1.097
151 H 7.138 -2.685 -0.645  C138 1.108
152 H 7.360 -0.264 -2.473  C139 1.094
153 H 8.563 -0.845 -1.297  C139 1.099
154 H 6.974 -0.309 -0.737  C139 1.091
155 C -5.074 5.687 2.513  C156 1.526, H162 1.103, H163 1.093, H164 1.086
156 C -3.697 5.967 1.917  C155 1.526, N157 1.451, H165 1.098, H166 1.125
157 N -2.612 5.606 2.811  C156 1.451, C158 1.468, C160 1.494
158 C -1.337 5.559 2.084  N157 1.468, C159 1.495, H167 1.110, H168 1.096
159 C -1.280 4.321 1.248  C158 1.495, H169 1.098, H170 1.087, H171 1.104
160 C -2.555 6.480 4.021  N157 1.494, C161 1.502, H172 1.089, H173 1.109
161 C -1.788 5.920 5.186  C160 1.502, H174 1.096, H175 1.105, H176 1.093
162 H -5.394 6.278 3.387  C155 1.103
163 H -5.116 4.622 2.754  C155 1.093
164 H -5.814 5.863 1.739  C155 1.086
165 H -3.592 5.287 1.061  C156 1.098
166 H -3.598 7.008 1.505  C156 1.125
167 H -1.223 6.466 1.454  C158 1.110
168 H -0.562 5.661 2.853  C158 1.096
169 H -1.588 3.418 1.792  C159 1.098
170 H -1.874 4.471 0.349  C159 1.087
171 H -0.268 4.169 0.835  C159 1.104
172 H -3.595 6.543 4.339  C160 1.089
173 H -2.272 7.516 3.744  C160 1.109
174 H -0.733 5.732 4.955  C161 1.096
175 H -2.228 4.999 5.609  C161 1.105
176 H -1.826 6.731 5.918  C161 1.093
177 C -0.966 -5.720 -0.706  C178 1.526, H184 1.090, H185 1.098, H186 1.104
178 C 0.156 -6.454 0.022  C177 1.526, N179 1.445, H187 1.110, H188 1.088
179 N 1.476 -5.971 -0.314  C178 1.445, C180 1.460, C182 1.440
180 C 1.700 -4.607 0.157  N179 1.460, C181 1.548, H189 1.085, H190 1.090
181 C 1.884 -4.461 1.687  C180 1.548, H191 1.090, H192 1.096, H193 1.083
182 C 2.498 -6.880 0.137  N179 1.440, C183 1.524, H194 1.098, H195 1.123
183 C 3.886 -6.414 -0.287  C182 1.524, H196 1.088, H197 1.089, H198 1.099
184 H -1.072 -4.670 -0.432  C177 1.090
185 H -1.922 -6.235 -0.550  C177 1.098
186 H -0.686 -5.779 -1.772  C177 1.104
187 H -0.032 -6.376 1.114  C178 1.110
188 H 0.153 -7.514 -0.221  C178 1.088
189 H 2.595 -4.268 -0.355  C180 1.085
190 H 0.940 -3.883 -0.136  C180 1.090
191 H 2.767 -4.997 2.036  C181 1.090
192 H 2.012 -3.388 1.871  C181 1.096
193 H 1.000 -4.804 2.211  C181 1.083
194 H 2.284 -7.853 -0.323  C182 1.098
195 H 2.483 -7.068 1.244  C182 1.123
196 H 3.962 -6.129 -1.335  C183 1.088
197 H 4.571 -7.229 -0.061  C183 1.089
198 H 4.223 -5.571 0.333  C183 1.099
199 C 5.218 2.197 -2.720  C200 1.564, H206 1.095, H207 1.085, H208 1.073
200 C 5.184 3.515 -1.877  C199 1.564, N201 1.411, H209 1.114, H210 1.086
201 N 4.378 3.469 -0.721  C200 1.411, C202 1.469, C204 1.495
202 C 4.181 4.804 -0.140  N201 1.469, C203 1.509, H211 1.106, H212 1.098
203 C 3.066 4.863 0.876  C202 1.509, H213 1.088, H214 1.085, H215 1.087
204 C 4.767 2.414 0.264  N201 1.495, C205 1.512, H216 1.094, H217 1.100
205 C 6.148 2.510 0.872  C204 1.512, H218 1.096, H219 1.095, H220 1.076
206 H 4.197 1.844 -2.897  C199 1.095
207 H 5.818 1.421 -2.259  C199 1.085
208 H 5.654 2.434 -3.671  C199 1.073
209 H 6.228 3.818 -1.639  C200 1.114
210 H 4.767 4.322 -2.474  C200 1.086
211 H 5.107 5.117 0.376  C202 1.106
212 H 4.083 5.493 -0.989  C202 1.098
213 H 3.281 4.350 1.812  C203 1.088
214 H 2.928 5.912 1.114  C203 1.085
215 H 2.163 4.446 0.438  C203 1.087
216 H 4.665 1.478 -0.293  C204 1.094
217 H 3.946 2.411 0.995  C204 1.100
218 H 6.252 1.623 1.507  C205 1.096
219 H 6.331 3.432 1.435  C205 1.095
220 H 6.850 2.405 0.063  C205 1.076
221 C -4.739 -1.171 1.345  C222 1.552, H228 1.095, H229 1.096, H230 1.090
222 C -4.116 -0.123 2.304  C221 1.552, N223 1.442, H231 1.096, H232 1.106
223 N -5.109 0.654 3.003  C222 1.442, C224 1.448, C226 1.453
224 C -4.597 1.204 4.241  N223 1.448, C225 1.514, H233 1.095, H234 1.104
225 C -3.463 2.200 4.109  C224 1.514, H235 1.084, H236 1.094, H237 1.095
226 C -5.724 1.615 2.104  N223 1.453, C227 1.527, H238 1.097, H239 1.133
227 C -6.973 2.269 2.690  C226 1.527, H240 1.086, H241 1.082, H242 1.094
228 H -3.922 -1.872 1.142  C221 1.095
229 H -5.055 -0.738 0.389  C221 1.096
230 H -5.562 -1.681 1.846  C221 1.090
231 H -3.506 -0.630 3.060  C222 1.096
232 H -3.428 0.551 1.759  C222 1.106
233 H -5.405 1.649 4.831  C224 1.095
234 H -4.237 0.355 4.848  C224 1.104
235 H -3.738 3.106 3.582  C225 1.084
236 H -3.079 2.457 5.100  C225 1.094
237 H -2.658 1.734 3.531  C225 1.095
238 H -6.051 0.989 1.266  C226 1.097
239 H -5.069 2.422 1.653  C226 1.133
240 H -7.376 2.881 1.889  C227 1.086
241 H -6.840 2.831 3.606  C227 1.082
242 H -7.675 1.451 2.874  C227 1.094

M: 1113.12 g/mol
Frontier orbital gap: 8.80 eV
Structure (SMILES): CCN(CC)CC.CCN(CC)CC.CCN(CC)CC.CCN(CC)CC.CCN(CC)CC.CCN(CC)CC.CCN(CC)CC.CCN(CC)CC.CCN(CC)CC.CCN(CC)CC.CCN(CC)CC
Spin multiplicity: 1
E_LUMO: 0.7 eV
Energy above the lowest of the compared OMol25 structures with the same formula, charge and spin: 16.4 kcal/mol
Largest force on an atom: 3.30 eV/Å

Results of the Löwdin charge analysis, in e, for atoms 1 through 8: -0.09, -0.25, -0.17, -0.28, -0.09, -0.25, -0.09, 0.06